# 1
# C30H56KO16Rb2S6

A molecular structure, C30H56KO16Rb2S6 (ωB97M-V with the def2-TZVPD basis set, the OMol25 dataset).

CARTESIAN COORDINATES (ANGSTROEM)
Rb 0.066 4.087 0.261
Rb 1.787 2.981 3.174
K -0.491 -3.257 0.729
C 0.991 0.165 1.777
C 0.580 -1.006 1.206
C 0.054 -1.025 -0.224
O -0.126 -2.120 -0.927
C -0.240 0.124 -0.916
C -0.005 1.454 -0.335
C 0.693 1.480 1.143
O 0.818 2.650 1.649
O -0.351 2.536 -0.891
O 0.919 -2.099 1.857
H 1.570 0.218 2.687
H -0.600 0.118 -1.934
C 2.863 -1.075 3.219
S 3.100 0.689 2.720
O 2.975 1.537 3.958
C 4.932 0.559 2.460
H 3.531 -1.820 2.787
H 1.867 -1.402 2.918
H 2.950 -1.267 4.288
H 5.122 -0.148 1.653
H 5.317 0.105 3.373
H 5.352 1.517 2.151
C -2.141 -2.720 -5.262
S -1.913 -3.498 -3.624
O -0.674 -4.435 -3.812
C -1.247 -2.013 -2.745
H -1.232 -2.195 -5.556
H -3.053 -2.135 -5.375
H -2.297 -3.484 -6.023
H -1.188 -2.251 -1.683
H -1.814 -1.128 -3.036
H -0.283 -1.796 -3.206
C 2.406 3.426 -0.014
S 4.038 3.012 -0.783
O 4.770 4.213 -1.360
C 5.058 2.271 0.573
H 2.376 4.317 0.614
H 2.006 2.561 0.514
H 1.715 3.666 -0.822
H 6.081 2.067 0.256
H 4.552 1.379 0.943
H 5.065 2.992 1.389
C -3.668 2.308 2.920
S -3.723 1.604 1.252
O -3.823 0.103 1.636
C -1.898 1.813 0.990
H -3.141 1.548 3.497
H -4.742 2.277 3.099
H -3.320 3.320 3.126
H -1.357 1.771 1.935
H -1.668 2.780 0.542
H -1.483 1.015 0.375
C 3.114 -3.369 1.104
S 3.643 -3.310 -0.643
O 4.409 -4.631 -0.689
C 1.943 -3.504 -1.352
H 3.906 -3.809 1.710
H 2.345 -4.142 1.140
H 2.687 -2.442 1.486
H 1.426 -2.709 -1.889
H 1.326 -3.710 -0.477
H 1.766 -4.425 -1.908
C -4.367 -2.724 -0.179
S -3.269 -1.601 0.826
O -2.279 -2.654 1.367
C -2.425 -0.648 -0.506
H -5.108 -3.346 0.323
H -3.588 -3.417 -0.496
H -4.857 -2.208 -1.006
H -3.084 0.185 -0.751
H -2.096 -1.257 -1.347
H -1.538 -0.336 0.046
O -0.369 -1.100 -5.144
C 0.252 -0.271 -4.470
O 0.317 1.045 -4.872
C 0.971 1.809 -3.946
C 1.578 0.883 -2.906
C 0.795 -0.473 -3.130
H 0.294 2.507 -3.454
H 1.817 2.281 -4.445
H 1.438 1.351 -1.932
H 2.627 0.709 -3.145
H 0.100 -0.384 -2.295
H 1.359 -1.379 -2.912
O -0.434 -1.060 6.654
C -0.706 -0.897 5.432
O -1.254 -1.984 4.746
C -1.138 -1.768 3.406
C -1.143 -0.289 3.212
C -0.412 0.235 4.445
H -1.907 -2.320 2.866
H -0.164 -2.118 3.064
H -2.195 -0.014 3.133
H -0.614 0.000 2.304
H -0.771 1.189 4.832
H 0.632 0.222 4.134
O -2.002 4.889 -2.097
C -2.390 3.780 -1.850
O -3.614 3.528 -1.230
C -3.763 2.085 -1.232
C -2.396 1.351 -1.588
C -1.861 2.460 -2.470
H -4.558 1.807 -1.924
H -4.105 1.717 -0.265
H -2.670 0.482 -2.187
H -1.725 1.102 -0.765
H -2.241 2.414 -3.491
H -0.775 2.475 -2.381

Results
E_HOMO: -10.30 eV
lowest unoccupied orbital energy: -5.974 eV
orbital gap: 4.32 eV
total charge: +1

Here are the Mulliken charges for atoms 1 to 8, given in e: Rb 1.261; Rb 0.694; K 0.796; C -1.282; C 2.884; C 1.715; O -1.263; C 1.100


# 2
# C16H19N3O7SSc

A molecular structure, C16H19N3O7SSc (ωB97M-V with the def2-TZVPD basis set, the OMol25 dataset).

CARTESIAN COORDINATES (ANGSTROEM)
Sc 0.479 -0.021 -0.332
O 1.432 -2.162 -0.277
C 1.101 -3.195 -1.214
C 1.519 -2.817 -2.618
N 0.840 -1.620 -3.052
C 1.651 -0.633 -3.728
C 2.466 0.255 -2.782
O 3.489 0.771 -3.196
O 1.956 0.395 -1.595
C -0.537 -1.772 -3.458
C -1.555 -1.127 -2.514
O -2.742 -1.394 -2.660
O -1.052 -0.319 -1.643
H 2.385 -2.052 -0.226
H 0.022 -3.314 -1.152
H 1.564 -4.132 -0.910
H 1.345 -3.675 -3.284
H 2.594 -2.627 -2.617
H 0.991 0.049 -4.264
H 2.343 -1.061 -4.456
H -0.809 -2.823 -3.553
H -0.704 -1.320 -4.436
O -1.574 2.023 2.150
C -0.466 1.974 1.643
O -0.255 1.591 0.406
C 0.750 2.407 2.403
C 0.658 3.608 3.102
C 1.741 4.117 3.800
C 2.930 3.392 3.806
C 3.018 2.182 3.134
C 1.934 1.648 2.418
S 2.095 0.043 1.700
H -0.289 4.140 3.086
H 1.663 5.061 4.328
H 3.794 3.770 4.343
H 3.939 1.610 3.155
C -3.769 -0.083 2.618
N -3.358 -0.623 1.311
C -4.083 -0.134 0.125
C -2.077 -0.928 1.162
N -0.988 -1.268 0.960
H -4.858 -0.050 2.625
H -3.360 0.913 2.773
H -3.435 -0.749 3.413
H -5.105 -0.510 0.161
H -3.601 -0.499 -0.779
H -4.087 0.957 0.122

Results
E_HOMO: -4.34 eV
lowest unoccupied orbital energy: 2.729 eV
ΔE to the lowest compared entry with this formula, charge and spin: 23.6 kJ/mol
orbital gap: 7.07 eV
total charge: -1

Here are the Mulliken charges for atoms 1 to 8, given in e: Sc 0.732; O -0.328; C -0.591; C -0.962; N 0.726; C -0.762; C 0.457; O -0.735


# 3
# C57H70NP4RbS5Si

A molecular structure, C57H70NP4RbS5Si (ωB97M-V with the def2-TZVPD basis set, the OMol25 dataset).

CARTESIAN COORDINATES (ANGSTROEM)
Rb 0.868 -0.001 -0.567
C -2.595 -4.027 1.941
C -3.619 -3.193 1.169
C -4.818 -4.068 0.802
P -2.693 -2.162 -0.140
C -2.277 -3.421 -1.480
C -3.317 -4.264 -2.218
C -1.453 -2.652 -2.506
C -4.013 -1.090 -0.833
C -5.144 -1.556 -1.495
C -6.118 -0.680 -1.945
C -5.968 0.679 -1.726
C -4.826 1.145 -1.100
C -3.829 0.286 -0.648
Si -2.173 0.912 0.123
C -2.703 0.873 1.963
C -3.792 0.140 2.424
C -3.959 -0.158 3.764
C -3.021 0.278 4.684
C -1.940 1.038 4.256
C -1.777 1.332 2.910
P -0.453 2.384 2.205
C -0.429 3.882 3.389
C 0.017 3.803 4.848
C -1.815 4.521 3.315
C 1.152 1.483 2.594
C 2.301 2.458 2.351
C 1.338 0.741 3.912
C -2.373 2.764 -0.363
C -3.195 3.645 0.326
C -3.302 4.975 -0.039
C -2.536 5.464 -1.085
C -1.711 4.606 -1.787
C -1.653 3.255 -1.455
P -0.677 2.035 -2.399
C -1.520 2.062 -4.084
C -2.727 1.129 -3.968
C -1.961 3.391 -4.691
C 1.005 2.860 -2.662
C 1.315 3.734 -3.873
C 1.390 3.560 -1.361
H -3.061 -4.490 2.812
H -1.778 -3.406 2.292
H -2.176 -4.817 1.320
H -3.976 -2.399 1.839
H -4.496 -5.032 0.408
H -5.467 -3.579 0.082
H -5.405 -4.264 1.702
H -1.602 -4.105 -0.943
H -3.948 -3.654 -2.863
H -3.947 -4.845 -1.550
H -2.782 -4.966 -2.861
H -2.087 -1.939 -3.030
H -1.012 -3.330 -3.231
H -0.638 -2.113 -2.028
H -5.289 -2.610 -1.679
H -6.992 -1.058 -2.465
H -6.741 1.370 -2.047
H -4.716 2.210 -0.944
H -4.534 -0.190 1.710
H -4.818 -0.732 4.095
H -3.127 0.029 5.734
H -1.222 1.370 4.991
H 0.274 4.557 2.875
H -0.674 3.218 5.449
H 0.040 4.812 5.268
H 1.015 3.386 4.942
H -2.568 3.847 3.724
H -2.072 4.735 2.280
H -1.846 5.454 3.882
H 1.177 0.730 1.791
H 2.422 3.138 3.191
H 2.114 3.053 1.461
H 3.234 1.919 2.204
H 1.406 1.412 4.763
H 2.270 0.178 3.871
H 0.528 0.042 4.086
H -3.778 3.272 1.159
H -3.979 5.636 0.491
H -2.592 6.513 -1.356
H -1.116 4.994 -2.603
H -0.781 1.584 -4.745
H -3.488 1.560 -3.318
H -2.427 0.176 -3.534
H -3.174 0.948 -4.947
H -2.685 3.886 -4.044
H -2.442 3.203 -5.654
H -1.121 4.058 -4.858
H 1.652 1.975 -2.761
H 0.798 4.692 -3.842
H 1.072 3.220 -4.800
H 2.386 3.938 -3.880
H 0.994 4.575 -1.327
H 2.474 3.602 -1.262
H 0.983 3.014 -0.506
S 7.448 -0.819 -5.374
C 6.163 -0.749 -4.327
S 4.759 -1.751 -4.454
C 3.835 -1.091 -3.087
C 4.453 -0.093 -2.385
S 3.890 0.764 -1.044
S 6.072 0.344 -2.988
S 2.305 -1.777 -2.789
N -0.115 -1.675 2.311
C 0.664 -2.679 2.831
C 0.604 -2.984 4.194
C 1.404 -3.967 4.739
C 2.290 -4.664 3.932
C 2.376 -4.355 2.587
C 1.575 -3.374 2.021
P 1.755 -2.936 0.233
C 3.574 -2.754 0.254
C 4.092 -1.958 1.276
C 5.418 -1.573 1.267
C 6.250 -1.957 0.229
C 5.750 -2.758 -0.783
C 4.423 -3.155 -0.770
C 1.356 -4.593 -0.436
C 1.674 -4.919 -1.751
C 1.273 -6.126 -2.293
C 0.496 -7.001 -1.554
C 0.130 -6.666 -0.262
C 0.554 -5.473 0.290
H -0.866 -1.327 2.889
H -0.357 -1.736 1.329
H -0.075 -2.427 4.826
H 1.333 -4.194 5.795
H 2.912 -5.441 4.352
H 3.072 -4.878 1.944
H 3.445 -1.624 2.080
H 5.804 -0.951 2.065
H 7.274 -1.608 0.186
H 6.390 -3.052 -1.606
H 4.054 -3.756 -1.584
H 2.197 -4.200 -2.362
H 1.559 -6.380 -3.304
H 0.155 -7.932 -1.984
H -0.484 -7.343 0.316
H 0.247 -5.214 1.293

Results
E_HOMO: -0.94 eV
lowest unoccupied orbital energy: 3.500 eV
orbital gap: 4.44 eV
total charge: -2

Here are the Mulliken charges for atoms 1 to 8, given in e: Rb 0.757; C -1.403; C 0.753; C -1.827; P 0.892; C 2.244; C -1.922; C -1.403


# 4
# C39H48N2O2PdSb2

A molecular structure, C39H48N2O2PdSb2 (ωB97M-V with the def2-TZVPD basis set, the OMol25 dataset).

CARTESIAN COORDINATES (ANGSTROEM)
Pd -0.567 0.881 0.188
O 6.307 0.556 1.795
C 5.930 0.255 0.478
C 4.437 0.212 0.370
C 3.810 0.082 -0.866
C 2.428 0.106 -0.922
N 1.667 0.212 0.161
C 2.254 0.280 1.371
C 3.636 0.308 1.503
C 1.351 0.241 2.541
C 1.806 0.282 3.857
C 0.912 0.110 4.907
C 1.403 0.136 6.333
O 2.741 -0.244 6.457
C -0.432 -0.081 4.606
C -0.818 -0.086 3.280
N 0.042 0.079 2.287
H 7.266 0.509 1.868
H 6.326 -0.722 0.160
H 6.304 1.013 -0.230
H 4.394 -0.020 -1.766
H 1.907 0.033 -1.874
H 4.113 0.398 2.464
H 2.847 0.441 4.092
H 0.734 -0.468 6.958
H 1.347 1.173 6.686
H 2.816 -1.204 6.456
H -1.160 -0.228 5.386
H -1.854 -0.263 3.007
C -4.973 1.908 -1.351
C -4.650 0.454 -1.055
Sb -3.020 0.212 0.369
C -3.636 1.593 1.975
C -4.736 1.111 2.895
C -3.267 -1.907 0.904
C -4.395 -2.199 1.870
H -5.731 1.950 -2.131
H -4.093 2.451 -1.705
H -5.371 2.404 -0.466
H -4.384 -0.086 -1.966
H -5.494 -0.060 -0.595
H -3.955 2.489 1.439
H -2.734 1.850 2.539
H -5.645 0.900 2.337
H -4.957 1.889 3.622
H -4.446 0.221 3.446
H -2.311 -2.262 1.294
H -3.444 -2.396 -0.056
H -4.124 -1.926 2.886
H -4.605 -3.266 1.862
H -5.311 -1.681 1.597
C 2.446 5.502 2.107
C 2.989 4.769 0.924
C 4.322 4.939 0.554
C 4.855 4.302 -0.550
C 4.056 3.490 -1.339
C 2.737 3.292 -0.984
C 2.217 3.916 0.144
Sb 0.153 3.325 0.481
C -0.908 4.217 2.168
C -0.446 3.705 3.377
C -1.018 4.103 4.567
C -2.072 5.004 4.545
C -2.559 5.474 3.341
C -1.991 5.089 2.124
C -2.547 5.630 0.847
C -0.585 3.681 -1.524
C -1.063 2.543 -2.164
C -1.600 2.618 -3.433
C -1.616 3.846 -4.080
C -1.072 4.963 -3.473
C -0.543 4.906 -2.184
C 0.087 6.109 -1.558
H 2.918 6.476 2.202
H 2.644 4.948 3.023
H 1.370 5.644 2.016
H 4.948 5.586 1.148
H 5.893 4.446 -0.804
H 4.454 3.015 -2.221
H 2.100 2.662 -1.600
H 0.384 3.006 3.381
H -0.648 3.714 5.502
H -2.512 5.340 5.470
H -3.400 6.152 3.332
H -3.632 5.687 0.894
H -2.250 5.011 0.001
H -2.182 6.642 0.680
H -0.982 1.535 -1.668
H -1.995 1.739 -3.918
H -2.037 3.919 -5.071
H -1.059 5.902 -4.006
H -0.496 7.007 -1.746
H 1.078 6.263 -1.986
H 0.203 5.970 -0.481

Results
E_HOMO (spin up / spin down): -12.87 / -12.87 eV
lowest unoccupied orbital energy (spin up / spin down): -7.802 / -7.810 eV
ΔE to the lowest compared entry with this formula, charge and spin: 66.2 kJ/mol
orbital gap (spin up / spin down): 5.07 / 5.06 eV
total charge: +2

Here are the Mulliken charges for atoms 1 to 8, given in e: Pd -0.436; O -0.507; C -0.748; C 0.220; C -0.628; C -0.736; N -0.224; C 0.335


# 5
# C12H19NO2

2 unconnected molecules or ions with the total composition C12H19NO2 (ωB97M-V with the def2-TZVPD basis set, the OMol25 dataset).

CARTESIAN COORDINATES (ANGSTROEM)
C -0.187 -1.363 1.686
C 1.072 -0.694 2.200
N 1.101 0.574 2.908
C 0.226 0.524 4.085
C 1.230 1.779 2.286
C 1.760 1.651 0.853
O 1.062 2.877 2.769
H 0.184 -1.845 0.744
H -0.916 -0.923 0.980
H -0.760 -1.933 2.397
H 1.555 -1.427 2.869
H 1.877 -0.801 1.477
H -0.505 -0.281 3.997
H 0.746 0.496 5.039
H -0.420 1.400 4.206
H 1.183 0.960 0.248
H 1.446 2.518 0.246
H 2.823 1.645 0.688
C 0.643 -2.237 -2.479
C -0.285 -1.046 -2.448
C 0.302 0.204 -2.329
C -0.496 1.344 -2.463
C -1.848 1.131 -2.662
O -2.688 2.244 -2.593
C -2.477 -0.111 -2.676
C -1.657 -1.230 -2.571
H 1.382 -2.011 -3.264
H 0.305 -3.261 -2.600
H 1.321 -2.254 -1.619
H 1.301 0.205 -1.948
H -0.171 2.376 -2.486
H -3.460 1.959 -2.092
H -3.537 -0.257 -2.854
H -2.111 -2.212 -2.595

Results
E_HOMO: -8.65 eV
SMILES: CCN(C)C(C)=O.Cc1ccc(O)cc1
lowest unoccupied orbital energy: 0.662 eV
ΔE to the lowest compared entry with this formula, charge and spin: 171.1 kJ/mol
orbital gap: 9.31 eV
total charge: 0

Here are the Mulliken charges for atoms 1 to 8, given in e: C -0.988; C -1.003; N 0.111; C -1.039; C 0.773; C -0.887; O -0.626; H 0.211


# 6
# C27H27BrN8O3S3Zr

A molecular structure, C27H27BrN8O3S3Zr (ωB97M-V with the def2-TZVPD basis set, the OMol25 dataset).

CARTESIAN COORDINATES (ANGSTROEM)
Zr 1.268 -0.739 1.051
C 4.756 1.578 2.364
C 3.341 1.094 2.496
O 3.021 0.085 1.781
C 2.472 1.694 3.386
C 1.159 1.224 3.645
C 0.346 1.966 4.671
N 0.631 0.205 3.014
N -0.672 -0.099 3.414
C -1.137 -1.067 2.700
O -0.441 -1.686 1.784
C -2.536 -1.507 2.924
C -3.331 -0.928 3.909
C -4.637 -1.353 4.091
C -5.163 -2.359 3.290
C -4.374 -2.934 2.303
C -3.066 -2.509 2.121
H 5.118 1.345 1.365
H 5.381 1.077 3.108
H 4.807 2.654 2.524
H 2.815 2.560 3.933
H 0.937 2.769 5.110
H -0.004 1.288 5.448
H -0.542 2.381 4.193
H -2.906 -0.141 4.516
H -5.251 -0.895 4.858
H -6.186 -2.688 3.429
H -4.782 -3.710 1.668
H -2.437 -2.927 1.347
N -2.676 0.936 -2.241
C -2.088 0.666 -1.023
O -2.715 0.115 -0.140
C -0.644 1.102 -0.968
C 0.032 1.026 0.393
H -3.671 0.809 -2.316
H -2.231 1.572 -2.880
H -0.609 2.116 -1.389
H -0.133 0.473 -1.701
H -0.708 1.293 1.157
H 0.829 1.784 0.447
S 3.136 3.203 -0.391
C 2.344 2.691 -1.812
C 1.744 3.655 -2.668
C 1.100 3.341 -3.847
C 0.506 4.392 -4.635
N 0.036 5.239 -5.258
C 1.040 1.999 -4.271
C 1.623 1.038 -3.450
C 2.224 1.322 -2.230
S 2.798 -0.043 -1.282
C 0.363 1.606 -5.470
N -0.187 1.291 -6.434
H 1.798 4.691 -2.360
H 1.574 0.000 -3.759
C -2.310 -2.536 -2.974
C -0.946 -2.136 -3.535
C 0.149 -2.444 -2.563
N 0.096 -2.156 -1.317
N 1.208 -2.483 -0.616
C 2.134 -3.045 -1.343
N 3.339 -3.479 -0.891
S 1.631 -3.246 -2.988
H -3.100 -2.247 -3.667
H -2.488 -2.052 -2.016
H -2.356 -3.616 -2.818
H -0.929 -1.063 -3.748
H -0.752 -2.651 -4.477
H 3.419 -3.366 0.127
H 4.121 -3.091 -1.400
Br 2.709 -3.088 2.308

Results
E_HOMO: -1.55 eV
lowest unoccupied orbital energy: 4.000 eV
ΔE to the lowest compared entry with this formula, charge and spin: 117.8 kJ/mol
orbital gap: 5.55 eV
total charge: -2

Here are the Mulliken charges for atoms 1 to 8, given in e: Zr 0.477; C -1.722; C 0.979; O -0.511; C -1.105; C 1.433; C -1.446; N 0.082


| no. | largest force on an atom (eV/Å) |
| --- | --- |
| 1 | 17.72 |
| 2 | 1.31 |
| 3 | 1.40 |
| 4 | 4.06 |
| 5 | 2.89 |
| 6 | 0.73 |